DFT (ωB97M-V/def2-TZVPD) results for a single C5H8N2O molecule.

* largest force on an atom: 0.0916 Eh/bohr
* gap between HOMO and LUMO: 0.3634 Ha
* energy relative to the best compared isomer or geometry (same formula, charge and spin): 176.1 kcal/mol
* E: -10335.0888 eV
* HOMO: -9.209 eV

Structure (ORCA input):
```
! RIJCOSX wB97M-V def2-TZVPD def2/J DEFGRID3
* xyz 0 1
C -0.23 -1.86 -0.63
N 0.45 -1.22 -1.43
N 1.01 0.18 -1.60
C 1.03 1.18 -0.84
C 0.47 1.92 0.50
O -0.39 1.15 1.37
C -0.41 -0.05 0.66
C -1.02 -1.46 0.73
H -0.42 -2.81 -1.08
H 1.32 1.95 -1.58
H -0.26 2.76 0.41
H 1.30 2.37 1.17
H -0.73 0.20 -0.35
H 0.63 -0.32 0.55
H -2.08 -1.80 0.59
H -0.66 -2.17 1.51
*
```

Results of the Mulliken charge analysis, in e, for atoms 1 through 8: number 1, C, carries 0.00; number 2, N, carries -0.46; number 3, N, carries -0.37; number 4, C, carries 0.11; number 5, C, carries -0.33; number 6, O, carries -0.50; number 7, C, carries -0.93; number 8, C, carries -0.62

=====

DFT (ωB97M-V/def2-TZVPD) results for a gas-phase ion, C6H12NO2 (charge +1).

* largest force on an atom: 0.0921 Eh/bohr
* gap between HOMO and LUMO (spin up / spin down): 0.2899 / 0.2726 Ha
* energy relative to the best compared isomer or geometry (same formula, charge and spin): 43.2 kcal/mol
* E: -11988.6434 eV
* HOMO (spin up / spin down): -11.435 / -13.629 eV

Structure (ORCA input):
```
! RIJCOSX wB97M-V def2-TZVPD def2/J DEFGRID3
* xyz 1 3
C 1.04 1.90 0.04
C 1.28 0.43 -0.06
C 0.14 -0.69 -0.42
C 2.67 -0.07 0.13
C -2.83 1.04 -0.25
C -2.08 -0.06 0.45
N 0.72 -2.20 -0.29
O 0.04 2.51 -0.27
O -1.13 -0.68 -0.50
H 2.02 2.45 0.51
H 2.99 0.20 1.15
H 3.36 0.44 -0.55
H 2.77 -1.22 -0.10
H -2.27 1.60 -0.93
H -3.75 0.55 -0.89
H -3.20 1.69 0.47
H -2.72 -0.97 0.73
H -1.58 0.39 1.40
H 1.77 -2.01 0.03
H 0.63 -2.79 -1.07
H 0.11 -2.52 0.43
*
```

Results of the Mulliken charge analysis, in e, for atoms 1 through 8: number 1, C, carries -0.17; number 2, C, carries 0.68; number 3, C, carries 0.21; number 4, C, carries -1.21; number 5, C, carries -1.06; number 6, C, carries -0.19; number 7, N, carries -0.25; number 8, O, carries -0.41

=====

DFT (ωB97M-V/def2-TZVPD) results for a molecular structure, C4H7NO.

* largest force on an atom: 0.0097 Eh/bohr
* gap between HOMO and LUMO (spin up / spin down): 0.2638 / 0.2637 Ha
* energy relative to the best compared isomer or geometry (same formula, charge and spin): 109.9 kcal/mol
* E: -7794.8789 eV
* HOMO (spin up / spin down): -6.278 / -6.276 eV

Structure (ORCA input):
```
! RIJCOSX wB97M-V def2-TZVPD def2/J DEFGRID3
* xyz 0 1
C -1.81 -0.41 0.41
C -0.40 -0.92 0.43
C 0.86 0.69 -1.17
N 0.58 -0.04 0.09
C 1.77 0.35 0.47
O 2.14 1.07 -0.66
H -2.01 0.32 1.22
H -2.51 -1.23 0.55
H -2.08 0.09 -0.53
H -0.11 -1.54 1.27
H 0.95 -0.01 -2.00
H 0.21 1.54 -1.39
H 2.41 0.09 1.31
*
```

Results of the Mulliken charge analysis, in e, for atoms 1 through 8: number 1, C, carries -0.96; number 2, C, carries -0.32; number 3, C, carries -0.30; number 4, N, carries 0.07; number 5, C, carries -0.13; number 6, O, carries -0.40; number 7, H, carries 0.25; number 8, H, carries 0.32

=====

DFT (ωB97M-V/def2-TZVPD) results for 5 unconnected molecules or ions with the total composition C15H43N3O6P.

* largest force on an atom: 0.0172 Eh/bohr
* gap between HOMO and LUMO: 0.3423 Ha
* E: -42288.1572 eV
* HOMO: -11.871 eV

Structure (ORCA input):
```
! RIJCOSX wB97M-V def2-TZVPD def2/J DEFGRID3
* xyz 1 1
C 4.07 -1.00 0.79
C 4.46 0.45 0.63
O 3.32 1.21 0.23
C 3.67 2.41 -0.43
C 2.50 3.37 -0.36
O 1.29 2.64 -0.52
C 0.46 2.65 0.60
C -0.64 1.62 0.29
N -1.51 2.18 -0.73
C 0.05 0.33 -0.19
C 0.01 -0.63 0.97
N -1.35 -0.39 1.58
P -2.83 -1.32 0.96
C -2.00 -2.84 0.42
C -3.24 -0.61 -0.67
C -1.37 1.15 1.60
N -2.60 1.75 1.96
H 3.86 -1.45 -0.18
H 3.18 -1.11 1.41
H 4.89 -1.55 1.24
H 4.86 0.88 1.55
H 5.23 0.53 -0.14
H 4.53 2.87 0.07
H 3.94 2.20 -1.47
H 2.56 4.09 -1.17
H 2.51 3.92 0.58
H 1.03 2.35 1.49
H 0.05 3.65 0.77
H -2.42 1.77 -0.76
H -1.65 3.17 -0.56
H -0.45 -0.07 -1.07
H 1.09 0.46 -0.48
H 0.72 -0.34 1.74
H 0.19 -1.66 0.71
H -1.36 -0.67 2.56
H -1.46 -3.29 1.25
H -1.31 -2.63 -0.39
H -2.78 -3.50 0.05
H -4.01 0.14 -0.57
H -2.39 -0.24 -1.22
H -3.63 -1.45 -1.24
H -0.67 1.38 2.41
H -2.81 1.63 2.94
H -3.40 1.43 1.42
C -3.12 -5.68 -2.41
O -3.93 -5.10 -1.38
H -2.49 -4.89 -2.81
H -2.48 -6.47 -2.00
H -3.73 -6.08 -3.21
H -4.50 -5.79 -1.03
C -1.64 5.70 2.79
O -1.73 4.93 1.59
H -1.00 6.55 2.57
H -2.61 6.07 3.10
H -1.19 5.12 3.60
H -2.30 4.17 1.78
C -5.49 -4.25 -4.95
O -5.49 -5.61 -5.34
H -5.37 -4.23 -3.87
H -4.65 -3.71 -5.41
H -6.42 -3.75 -5.21
H -5.60 -5.66 -6.29
C 8.08 0.47 2.08
O 7.94 0.60 0.67
H 7.12 0.16 2.48
H 8.83 -0.29 2.33
H 8.37 1.42 2.54
H 8.78 0.88 0.32
*
```

Results of the Mulliken charge analysis, in e, for atoms 1 through 8: number 1, C, carries -1.17; number 2, C, carries -0.39; number 3, O, carries -0.13; number 4, C, carries -0.49; number 5, C, carries -0.76; number 6, O, carries -0.31; number 7, C, carries -1.49; number 8, C, carries 1.82

=====

DFT (ωB97M-V/def2-TZVPD) results for a molecular structure, C2H6CdO2.

* largest force on an atom: 0.0746 Eh/bohr
* gap between HOMO and LUMO (spin up / spin down): 0.2435 / 0.3232 Ha
* energy relative to the best compared isomer or geometry (same formula, charge and spin): 4.9 kcal/mol
* E: -10819.5802 eV
* HOMO (spin up / spin down): -12.807 / -14.988 eV

Structure (ORCA input):
```
! RIJCOSX wB97M-V def2-TZVPD def2/J DEFGRID3
* xyz 1 2
O -1.29 1.83 0.32
O -0.24 -0.09 -2.19
H 0.55 -0.64 -2.19
Cd -1.26 0.19 -0.50
H -0.64 2.53 0.31
C -0.26 0.78 -3.28
C -1.58 1.36 -3.59
H 0.49 0.54 -4.04
H -2.39 0.61 -3.57
H -1.86 2.14 -2.87
H -1.55 1.82 -4.59
*
```

Results of the Mulliken charge analysis, in e, for atoms 1 through 8: number 1, O, carries -0.81; number 2, O, carries -0.46; number 3, H, carries 0.35; number 4, Cd, carries 1.21; number 5, H, carries 0.31; number 6, C, carries 0.12; number 7, C, carries -0.99; number 8, H, carries 0.33

=====

DFT (ωB97M-V/def2-TZVPD) results for a single C11H16ClN3O2 molecule.

* largest force on an atom: 0.3424 Eh/bohr
* gap between HOMO and LUMO: 0.3097 Ha
* E: -32742.2429 eV
* HOMO: -8.320 eV

Structure (ORCA input):
```
! RIJCOSX wB97M-V def2-TZVPD def2/J DEFGRID3
* xyz 0 1
C 2.69 3.71 0.27
C 2.24 2.87 -1.11
C 1.95 3.61 -2.12
N 1.42 1.89 -0.52
N 0.27 2.43 -0.06
C -0.67 1.44 0.06
C -0.50 0.04 0.17
N -1.52 -0.81 0.74
C -2.98 -0.30 0.49
C -3.92 -1.39 0.22
O -3.66 -2.53 1.08
C -2.34 -3.17 1.05
C -1.42 -1.86 1.49
C 0.65 -0.43 -0.12
Cl 0.96 -2.01 -0.31
C 1.95 0.33 -0.58
O 2.99 0.05 -1.07
H 3.34 4.36 -0.09
H 1.74 4.07 0.47
H 3.01 3.17 1.02
H 3.32 2.16 -1.21
H 0.94 4.05 -1.88
H 1.76 2.73 -3.07
H 2.61 4.27 -2.67
H -1.51 1.80 0.45
H -2.99 0.58 -0.01
H -3.44 0.17 1.61
H -4.79 -1.38 -0.10
H -3.53 -1.85 -0.86
H -2.22 -3.86 1.89
H -1.85 -3.32 0.25
H -0.21 -2.18 1.75
H -1.67 -1.66 2.64
*
```

Results of the Mulliken charge analysis, in e, for atoms 1 through 8: number 1, C, carries -1.68; number 2, C, carries 0.39; number 3, C, carries -1.26; number 4, N, carries 0.67; number 5, N, carries -0.81; number 6, C, carries -1.00; number 7, C, carries 0.63; number 8, N, carries 0.25

=====

DFT (ωB97M-V/def2-TZVPD) results for a single C4H5ClN2O molecule.

* largest force on an atom: 0.0543 Eh/bohr
* gap between HOMO and LUMO: 0.3043 Ha
* energy relative to the best compared isomer or geometry (same formula, charge and spin): 18.2 kcal/mol
* E: -21778.6495 eV
* HOMO: -8.059 eV

Structure (ORCA input):
```
! RIJCOSX wB97M-V def2-TZVPD def2/J DEFGRID3
* xyz 0 1
C -2.01 -0.86 0.02
C -0.56 -0.53 -0.08
N 0.46 -1.41 -0.16
C 1.61 -0.60 -0.08
Cl 3.27 -1.17 0.00
C 1.28 0.74 -0.02
O 2.17 1.77 -0.06
N -0.06 0.76 -0.08
H -2.63 -0.63 -0.89
H -2.08 -1.93 0.31
H -2.45 -0.30 0.93
H 1.65 2.61 0.15
H -0.65 1.55 -0.05
*
```

Results of the Mulliken charge analysis, in e, for atoms 1 through 8: number 1, C, carries -0.95; number 2, C, carries 0.54; number 3, N, carries -0.63; number 4, C, carries 0.28; number 5, Cl, carries -0.20; number 6, C, carries 0.22; number 7, O, carries -0.48; number 8, N, carries -0.05

=====

- Look up the largest force on an atom of the seventh one.
  0.0543 Eh/bohr

=====

- Among the records above, which one has the highest E?
  C4H7NO

=====

- The lowest E belongs to which entry?
  C15H43N3O6P

=====

- Among the records above, which one has the lowest E?
  C15H43N3O6P